(1)
17
Properties=species:S:1:pos:R:3 method="wB97M-V/def2-TZVPD" gap_ev=3.914 e_above_lowest_kcal_mol=0.0 lumo_energy_ev=-2.373 charge=0
C 0.3398 1.9925 0.0394
C -0.8601 0.8904 0.0620
B -0.2148 -0.4278 -0.5828
O -0.3825 -0.5764 -1.9983
N 0.5829 -1.4750 0.2200
N -0.2274 -2.4178 0.9315
C 0.4623 -2.9658 1.8553
O 1.1799 -3.1938 2.7402
H 0.2636 2.4839 -0.9810
H 0.1809 2.7044 0.8942
H 1.3467 1.4712 0.0636
H -1.1974 0.6949 1.1249
H -1.6980 1.3401 -0.6325
H 0.4363 -0.1662 -2.3688
H 1.2157 -2.0194 -0.4021
H 1.1757 -0.9883 0.9219
I -2.6035 2.6529 -1.8876

(2)
15
Properties=species:S:1:pos:R:3 method="wB97M-V/def2-TZVPD" gap_ev="5.793 / 5.258" e_above_lowest_kcal_mol=43.3 lumo_energy_ev="0.608 / -3.647" charge=0 multiplicity=3
C 2.0625 0.4781 0.2919
C -0.7889 0.6363 -1.1609
C -1.4506 -0.5440 0.8046
N 0.8660 -0.3683 0.3607
N -0.3960 0.1753 0.2023
Br -0.8299 -1.1618 2.6741
Br -2.2219 -2.1211 -0.2346
H 2.0455 1.3901 0.9021
H 2.8362 -0.1558 0.5562
H 2.2732 0.9482 -0.7642
H -0.1867 1.3728 -1.5398
H -1.0330 -0.2475 -1.7034
H -1.8972 0.9391 -1.2648
H -2.3014 0.0200 0.9974
H 1.0223 -1.3615 -0.1215

(3)
18
Properties=species:S:1:pos:R:3 method="wB97M-V/def2-TZVPD" gap_ev=3.170 lumo_energy_ev=-15.436 charge=+3
O 2.6545 -1.0569 1.8677
P 2.0361 -0.7287 0.6216
O 1.9965 -1.6716 -0.5992
O 2.6640 0.6810 -0.1694
O 0.5609 0.0095 0.6829
C -0.1364 0.1771 -0.5193
C -1.6586 0.2190 -0.4632
C -2.2425 0.1609 0.9479
Br -4.0069 -0.5057 0.7598
H 1.4010 -2.4409 -0.5271
H 2.8678 1.2679 0.5935
H 0.2382 1.2435 -0.8974
H 0.1748 -0.5292 -1.3057
H -2.0069 1.1459 -0.9113
H -2.0380 -0.5647 -1.1086
H -2.3132 1.1397 1.3929
H -1.6950 -0.5014 1.5981
La 1.5035 1.9546 -1.9634

(4)
14
Properties=species:S:1:pos:R:3 method="wB97M-V/def2-TZVPD" gap_ev=11.030 e_above_lowest_kcal_mol=45.3 lumo_energy_ev=-3.883 charge=+1 smiles="NCC/[NH+]=C/Br"
N -0.2513 -1.2386 0.0450
C 1.0125 -0.5590 -0.2901
C 0.8816 1.0050 0.0459
N -0.5297 1.2618 -0.0862
C -1.3557 0.4036 0.5241
Br -2.9906 -0.1725 -0.0296
H -0.4749 -1.7323 -0.7738
H -0.2153 -1.8725 0.8765
H 1.1623 -0.6290 -1.3712
H 1.9632 -1.0279 0.2100
H 1.1859 1.2454 1.1166
H 1.4337 1.6725 -0.6597
H -0.8562 1.6157 -1.0477
H -0.9655 0.0278 1.4401